(1)
67
Properties=species:S:1:pos:R:3:mulliken_charge:R:1 method="wB97M-V/def2-TZVPD" energy_ha=-1562.698418 gap_ev=4.518 e_above_lowest_kj_mol=103.1 e_homo_ev=-6.42
C -1.14630 6.36767 -4.21685 -1.237
C -0.86995 6.11222 -2.81318 0.511
C -1.04418 6.92250 -1.70583 -0.699
C -0.77982 6.10785 -0.59502 -0.638
C -0.45127 4.80795 -1.04235 -0.002
B -1.23683 3.47877 -0.27607 1.201
O -0.16376 2.69029 0.29950 -0.697
C -0.79653 1.51993 0.67292 0.370
C -2.31941 1.47655 0.45300 1.206
C -2.96699 0.13889 0.87022 -1.573
C -2.43082 1.66970 -1.10217 -1.017
O -1.91894 2.93308 -1.45575 -0.382
C -2.76420 2.76885 1.26579 -0.746
O -2.06249 3.93461 0.81554 -0.501
O -0.46039 4.86750 -2.41705 -0.249
H -1.81084 7.23048 -4.30673 0.343
H -0.24256 6.63508 -4.76605 0.260
H -1.61517 5.51338 -4.70845 0.279
H -1.35965 7.95879 -1.70672 0.417
H -0.88285 6.37818 0.43985 0.484
H -0.08593 0.85568 -0.08181 -1.039
H -0.52817 1.18829 1.70228 0.650
H -3.96399 0.25784 1.32518 0.384
H -3.09597 -0.48557 -0.02935 0.383
H -2.34535 -0.45523 1.56423 0.234
H -1.82599 0.86434 -1.55290 0.391
H -3.47258 1.54193 -1.45954 0.383
H -3.83818 3.01370 1.14550 0.374
H -2.55173 2.58360 2.34362 0.333
C 4.72952 -1.02964 -4.45142 -1.438
C 3.73113 -0.62178 -3.40556 1.033
C 3.48412 0.71904 -3.08249 -0.816
C 2.63534 1.07875 -2.02777 -0.633
C 1.95949 0.09126 -1.26181 0.176
C 1.18172 0.49273 -0.03482 0.271
C 0.91451 -0.67884 0.92108 -0.073
C 0.19227 -1.81708 0.50532 -0.675
C -0.01879 -2.93597 1.32527 -0.504
C 0.32068 -2.80822 2.68193 0.321
O -0.12096 -3.65633 3.69358 -0.404
C -0.50889 -4.99597 3.55199 0.622
C -1.31549 -5.43843 4.60495 -0.623
C -1.51885 -6.80217 4.78742 -0.393
C -0.93044 -7.70577 3.89849 -0.471
C -0.14522 -7.25781 2.83494 -0.611
C 0.05574 -5.88427 2.62838 -0.267
C 1.05554 -1.69846 3.11957 -1.032
C 1.29257 -0.63041 2.27165 -0.151
C 2.27219 -1.25046 -1.57660 -0.162
C 3.07601 -1.60618 -2.66825 -1.218
H 4.44745 -1.99240 -4.88779 0.375
H 4.72690 -0.32521 -5.28259 0.390
H 5.76131 -1.10416 -4.06244 0.264
H 3.98137 1.48843 -3.68564 0.354
H 2.44654 2.12834 -1.80839 0.477
H 1.71294 1.29720 0.46275 0.689
H -0.19290 -1.85077 -0.50804 0.836
H -0.45015 -3.86653 0.93733 0.517
H -1.71210 -4.70946 5.30336 0.396
H -2.13870 -7.15993 5.60650 0.375
H -1.09522 -8.78122 4.02223 0.344
H 0.29761 -7.96164 2.12711 0.349
H 0.68266 -5.50228 1.82684 0.471
H 1.33759 -1.67247 4.17742 0.406
H 1.75828 0.28024 2.64828 0.479
H 1.89355 -2.04704 -0.95033 0.570
H 3.23148 -2.66194 -2.90427 0.334

(2)
78
Properties=species:S:1:pos:R:3:mulliken_charge:R:1 method="wB97M-V/def2-TZVPD" energy_ha=-2685.219189 gap_ev=5.819 total_charge=+1 e_above_lowest_kj_mol=0.0 e_homo_ev=-11.16
C 5.66712 -3.39499 4.00328 -0.958
C 5.12205 -2.38220 4.75082 -0.239
N 3.97669 -1.51777 4.27760 0.661
S 4.73030 0.04094 3.91658 1.291
O 3.76800 1.00674 3.56021 -0.524
O 5.64185 0.34726 4.94707 -0.545
F 5.54097 -0.31780 2.66146 -0.204
C 3.19059 -1.97670 3.09467 -0.935
C 2.42444 -3.23054 3.54361 -0.519
C 2.18361 -2.85953 5.04240 -0.594
C 2.99075 -1.56593 5.39924 -0.591
H 5.50987 -4.44163 4.24742 0.329
H 6.28722 -3.14924 3.13820 0.306
H 5.51577 -2.14298 5.73127 0.420
H 2.37899 -1.24062 3.04744 0.581
H 3.64298 -1.91988 2.11026 0.389
H 1.52241 -3.25286 2.94773 0.348
H 3.11802 -4.05101 3.39265 0.341
H 2.35610 -3.71427 5.68621 0.339
H 1.13383 -2.58284 5.11700 0.372
H 2.31680 -0.71779 5.43522 0.445
H 3.42312 -1.79393 6.36365 0.271
C -0.52992 -2.13719 -2.55219 -0.577
C -1.70336 -2.66048 -2.02649 -0.339
C -1.87932 -2.72364 -0.65340 -0.538
C -0.87567 -2.25695 0.17690 0.109
C 0.30454 -1.74078 -0.33248 -0.268
C 0.47422 -1.68253 -1.70552 -0.569
N -1.07687 -2.30012 1.62713 1.082
O -2.10902 -2.76506 2.04627 -0.579
O -0.18817 -1.85828 2.34918 -0.669
H -0.39965 -2.08114 -3.62446 0.419
H -2.48373 -3.01340 -2.68653 0.354
H -2.79494 -3.13101 -0.24989 0.700
H 1.08213 -1.38097 0.32445 0.482
H 1.38745 -1.27676 -2.11824 0.401
C -6.08948 0.42321 0.76980 -0.499
C -7.16958 0.50443 -0.10099 -0.481
C -7.11457 -0.11746 -1.33884 -0.458
C -5.97263 -0.81648 -1.67882 -0.173
C -4.88770 -0.89874 -0.83156 0.065
C -4.94571 -0.27519 0.40278 -0.310
N -5.89124 -1.50869 -2.97278 1.015
O -6.83145 -1.40749 -3.73482 -0.611
O -4.88472 -2.15129 -3.19503 -0.538
H -6.13986 0.90589 1.73684 0.391
H -8.05726 1.05038 0.18633 0.385
H -7.95232 -0.05746 -2.01769 0.473
H -4.00655 -1.44278 -1.12665 0.347
H -4.10311 -0.33478 1.07880 0.395
C 6.18197 4.75048 3.96916 -0.650
C 6.67776 5.93228 3.43546 -0.360
C 6.23498 6.37568 2.19879 -0.484
C 5.29560 5.62613 1.51629 0.115
C 4.79587 4.44471 2.02947 -0.508
C 5.24457 4.00610 3.26400 -0.104
N 4.80408 6.10186 0.21270 1.017
O 5.27312 7.13026 -0.22309 -0.592
O 3.95674 5.43327 -0.34456 -0.608
H 6.52594 4.40958 4.93712 0.395
H 7.40801 6.51101 3.98363 0.390
H 6.61883 7.29434 1.78075 0.462
H 4.06459 3.87016 1.48024 0.470
H 4.85983 3.08638 3.67625 0.469
C -6.12968 0.93904 -8.43233 -0.411
C -4.89146 1.53840 -8.62575 -0.426
C -3.83139 1.22555 -7.79159 -0.430
C -4.03020 0.30934 -6.77422 0.117
C -5.25698 -0.29290 -6.56289 -0.137
C -6.31239 0.02820 -7.40035 -0.554
N -2.90399 -0.04362 -5.90004 1.014
O -1.83938 0.50862 -6.09310 -0.629
O -3.10036 -0.87253 -5.03273 -0.563
H -6.95440 1.18206 -9.08931 0.385
H -4.75168 2.24819 -9.42920 0.379
H -2.86781 1.68989 -7.93909 0.441
H -5.39799 -1.00428 -5.76253 0.398
H -7.27710 -0.43595 -7.24915 0.410

(3)
72
Properties=species:S:1:pos:R:3:lowdin_spin:R:1 method="wB97M-V/def2-TZVPD" energy_ha=-1786.684413 gap_ev="6.481 / 5.757" total_charge=+3 s_squared=0.770 spin_multiplicity=2 e_above_lowest_kj_mol=0.0 e_homo_ev="-16.37 / -16.37"
Re -0.33694 -1.52319 -0.58329 0.672
C 1.31741 2.92973 2.29829 0.000
C 2.06933 3.56719 1.15809 0.002
C 3.13600 4.42746 1.41275 0.000
C 3.81903 5.05905 0.38614 0.002
C 3.45229 4.84826 -0.93740 0.000
C 2.40817 3.98895 -1.22398 0.002
C 1.73760 3.35690 -0.18157 0.003
N 0.65043 2.46530 -0.51804 0.040
C 0.71213 1.15521 -0.37725 0.021
N 1.86462 0.60801 0.03182 -0.001
C 2.20257 -0.69608 0.44509 0.040
C 1.27625 -1.77735 0.48116 -0.003
C 1.66843 -3.00874 1.05978 0.055
C 2.94825 -3.17304 1.52157 -0.008
C 3.85599 -2.11320 1.42399 0.078
C 3.51436 -0.87155 0.90515 -0.003
C 4.51258 0.25446 0.87115 -0.003
N -0.38739 0.38519 -0.64418 0.020
C -1.62121 1.00280 -1.09765 0.001
C -2.57552 1.32824 -0.13324 0.000
C -3.77317 1.89050 -0.53028 0.000
C -4.00983 2.11079 -1.88537 0.000
C -3.05105 1.78405 -2.82973 0.000
C -1.82462 1.22914 -2.46092 0.000
C -0.76630 0.96156 -3.49818 0.001
H 1.20641 3.64137 3.11470 0.000
H 1.85217 2.06546 2.70410 0.000
H 0.31628 2.60836 2.00775 0.000
H 3.41403 4.62433 2.44107 0.000
H 4.63333 5.73213 0.61852 0.000
H 3.97347 5.35429 -1.73818 0.000
H 2.10722 3.80870 -2.24909 0.000
H -0.19744 2.84775 -0.92038 0.001
H 2.60443 1.29600 0.15436 0.000
H 0.95505 -3.82291 1.12706 0.002
H 3.26118 -4.11190 1.95734 -0.002
H 4.86715 -2.25736 1.78476 0.003
H 5.49434 -0.09736 1.17754 0.000
H 4.23231 1.06112 1.55621 -0.001
H 4.62181 0.67757 -0.13118 -0.001
H -2.36140 1.14797 0.91470 0.000
H -4.51518 2.16699 0.20669 0.000
H -4.94615 2.54927 -2.20450 0.000
H -3.24722 1.96874 -3.87870 0.000
H -1.21883 0.76604 -4.46856 0.000
H -0.13051 0.11139 -3.24338 0.000
H -0.11454 1.83009 -3.61966 0.000
N -3.98700 -2.53909 1.08142 0.018
C -3.09252 -2.51340 0.11294 0.019
N -1.92302 -2.01922 0.54846 0.009
C -2.10391 -1.70417 1.91625 -0.001
C -1.24094 -1.16402 2.86385 0.002
C -1.74915 -0.97973 4.13501 0.002
C -3.07093 -1.32094 4.46266 0.001
C -3.93088 -1.85768 3.52685 0.003
C -3.41383 -2.03487 2.25066 0.000
H -4.93157 -2.88733 0.98265 0.000
H -3.28380 -2.85424 -0.89136 0.000
H -0.21555 -0.91129 2.62764 0.000
H -1.11093 -0.56904 4.90560 0.000
H -3.42007 -1.16479 5.47394 0.000
H -4.94767 -2.12772 3.77856 0.000
N -1.86947 -5.45608 -3.77235 0.007
N -1.10631 -4.42264 -3.33537 0.010
N -0.14877 -3.91333 -4.08921 -0.001
C 0.25661 -2.88928 -3.37335 0.010
N -0.45596 -2.79522 -2.23162 0.000
N -1.34060 -3.80452 -2.23045 -0.002
H -1.36476 -5.98649 -4.47614 0.000
H -2.20768 -6.01687 -2.99843 0.000
H 1.05140 -2.22570 -3.67328 0.000